# 1
{
  "formula": "C11H17N3O5Pt",
  "method": "ωB97M-V with the def2-TZVPD basis set",
  "homo_energy_ev": -7.941,
  "charge": 0,
  "symbols": ["Pt", "O", "C", "C", "N", "C", "C", "O", "O", "C", "C", "O", "O", "H", "H", "H", "H", "H", "H", "H", "H", "H", "C", "C", "C", "C", "N", "N", "C", "H", "H", "H", "H", "H", "H", "H", "H"],
  "positions_angstrom": [[-0.1144, 0.7408, -0.7177], [-0.0415, 3.0596, -1.0165], [0.6327, 3.6553, 0.0981], [0.0613, 3.1150, 1.3941], [0.0963, 1.6544, 1.4017], [-1.1394, 1.0430, 1.9075], [-2.3273, 1.2342, 0.9268], [-3.4366, 1.4278, 1.3657], [-2.0630, 1.1795, -0.3697], [1.3825, 1.0675, 1.7838], [2.3731, 0.8043, 0.6223], [3.5582, 0.7697, 0.8602], [1.8875, 0.5384, -0.5756], [-0.9979, 3.1979, -0.9315], [1.6809, 3.3857, -0.0265], [0.5471, 4.7422, 0.0600], [0.6055, 3.5402, 2.2458], [-0.9806, 3.4322, 1.4856], [-0.9693, -0.0333, 1.9724], [-1.4348, 1.4091, 2.8939], [1.9028, 1.6694, 2.5318], [1.1904, 0.0870, 2.2240], [1.9307, -4.1551, -1.4843], [0.7876, -3.2024, -1.3987], [-0.5738, -3.4075, -1.3539], [-1.1652, -2.1337, -1.2720], [-0.2024, -1.2137, -1.2795], [0.9704, -1.8735, -1.3573], [-2.6103, -1.7751, -1.2150], [1.5571, -5.1760, -1.5074], [2.5945, -4.0527, -0.6250], [2.5193, -3.9864, -2.3864], [-1.0837, -4.3549, -1.3945], [1.8179, -1.3228, -1.2779], [-3.1763, -2.3871, -1.9169], [-2.7619, -0.7262, -1.4499], [-3.0172, -1.9527, -0.2175]],
  "nbo_charge": [1.0284, -0.7109, -0.0815, -0.2545, -0.4856, -0.3374, 0.7573, -0.6079, -0.7633, -0.3436, 0.7627, -0.6117, -0.7652, 0.4992, 0.2018, 0.1906, 0.2028, 0.2132, 0.2272, 0.2099, 0.2162, 0.2321, -0.6468, 0.1909, -0.3413, 0.1925, -0.2923, -0.3339, -0.6578, 0.2339, 0.2330, 0.2334, 0.2324, 0.4538, 0.2270, 0.2636, 0.2318]
}

# 2
{
  "formula": "C25H27CoN5O2S",
  "method": "ωB97M-V with the def2-TZVPD basis set",
  "spin_multiplicity": 2,
  "homo_energy_ev": [-6.980, -6.905],
  "charge": 0,
  "symbols": ["Co", "C", "C", "C", "C", "C", "C", "C", "N", "N", "C", "C", "C", "C", "C", "C", "N", "C", "C", "C", "C", "C", "C", "N", "H", "H", "H", "H", "H", "H", "H", "H", "H", "H", "H", "H", "H", "H", "H", "H", "H", "H", "H", "H", "O", "N", "C", "C", "C", "C", "C", "S", "H", "H", "H", "H", "C", "O", "H", "H", "H"],
  "positions_angstrom": [[-0.1376, -0.4010, -0.4534], [2.4051, 1.1390, -1.4100], [3.0840, 0.5946, -0.1613], [2.7693, -0.8280, 0.2279], [3.8411, -1.6646, 0.5353], [3.6226, -2.9593, 0.9612], [2.3172, -3.3988, 1.0792], [1.3033, -2.5228, 0.7486], [1.5072, -1.2690, 0.3282], [1.0352, 1.6191, -1.1937], [0.9787, 2.9172, -0.5152], [0.9401, 2.9627, 1.0031], [0.9917, 4.2125, 1.6208], [0.9442, 4.2804, 3.0002], [0.8471, 3.1004, 3.7251], [0.8004, 1.9090, 3.0252], [0.8476, 1.8377, 1.6931], [0.3325, 1.7304, -2.4756], [-1.1501, 1.5664, -2.3028], [-2.0539, 2.2779, -3.0777], [-3.4095, 2.0575, -2.9087], [-3.8245, 1.1450, -1.9550], [-2.8640, 0.4761, -1.2172], [-1.5566, 0.6725, -1.3967], [2.3430, 0.3411, -2.1471], [3.0202, 1.9568, -1.8147], [2.8796, 1.2374, 0.6960], [4.1612, 0.6416, -0.3239], [4.8477, -1.2812, 0.4355], [4.4562, -3.6102, 1.1934], [2.0756, -4.4007, 1.4054], [0.2734, -2.8337, 0.8023], [0.0787, 3.4319, -0.8613], [1.8194, 3.5481, -0.8455], [1.0687, 5.1120, 1.0206], [0.9834, 5.2383, 3.5044], [0.8048, 3.1021, 4.8063], [0.7116, 0.9576, 3.5400], [0.6733, 0.9172, -3.1167], [0.5433, 2.6838, -2.9787], [-1.6852, 2.9941, -3.8011], [-4.1311, 2.5989, -3.5073], [-4.8723, 0.9484, -1.7768], [-3.1173, -0.2486, -0.4595], [-1.5646, -2.1621, -0.5117], [-2.0037, -2.6570, 0.6229], [-2.5091, -3.9138, 0.6273], [-3.0047, -4.4825, 1.7687], [-2.9747, -3.7375, 2.9509], [-2.4470, -2.4710, 2.9339], [-1.9397, -1.8927, 1.7549], [-1.2400, -0.3340, 1.6846], [-2.4756, -4.3863, -0.3431], [-3.4040, -5.4855, 1.7313], [-3.3554, -4.1541, 3.8747], [-2.3979, -1.8714, 3.8320], [-0.2622, -1.4528, -3.1286], [0.5775, -1.0052, -2.1123], [0.0438, -2.4484, -3.4832], [-0.2347, -0.7900, -4.0189], [-1.3134, -1.5457, -2.8352]],
  "lowdin_spin": [0.9688, 0.0005, 0.0004, 0.0003, 0.0001, -0.0007, -0.0001, -0.0006, -0.0033, 0.0302, 0.0021, 0.0001, 0.0001, -0.0001, 0.0000, -0.0001, -0.0001, 0.0012, 0.0000, 0.0001, -0.0007, 0.0000, -0.0010, -0.0042, 0.0001, 0.0006, 0.0000, 0.0000, 0.0000, 0.0000, 0.0000, 0.0001, 0.0001, 0.0011, 0.0001, 0.0000, 0.0000, -0.0001, 0.0001, 0.0004, 0.0001, -0.0001, 0.0000, 0.0000, 0.0317, 0.0005, 0.0018, -0.0003, 0.0006, -0.0010, -0.0005, -0.0154, 0.0002, 0.0000, 0.0001, -0.0003, -0.0007, -0.0118, -0.0010, 0.0004, 0.0000]
}

# 3
{
  "formula": "C35H41N8V",
  "method": "ωB97M-V with the def2-TZVPD basis set",
  "spin_multiplicity": 4,
  "homo_energy_ev": [-9.526, -10.357],
  "charge": 1,
  "symbols": ["V", "C", "C", "C", "C", "C", "H", "H", "H", "H", "H", "C", "N", "C", "C", "C", "C", "C", "N", "C", "C", "C", "C", "C", "C", "H", "H", "H", "H", "H", "H", "H", "H", "H", "H", "H", "N", "C", "C", "C", "N", "C", "C", "N", "C", "H", "H", "H", "H", "H", "H", "H", "H", "H", "H", "H", "H", "H", "H", "H", "H", "N", "C", "C", "C", "C", "C", "C", "N", "C", "C", "C", "C", "N", "C", "C", "H", "H", "H", "H", "H", "H", "H", "H", "H"],
  "positions_angstrom": [[-1.2326, -1.2960, 2.1778], [0.6899, -1.8304, 3.4543], [-0.0776, -2.9864, 3.1784], [-1.3671, -2.8140, 3.7550], [-1.3777, -1.5565, 4.4147], [-0.1205, -0.9366, 4.2077], [1.7341, -1.6769, 3.2367], [0.2617, -3.8730, 2.6662], [-2.1600, -3.5426, 3.7772], [-2.1853, -1.1912, 5.0307], [0.2345, -0.0226, 4.6588], [-0.8753, -2.9390, -0.5645], [-1.7067, -2.1089, 0.3344], [-2.9568, -1.9702, 0.0223], [-3.8429, -1.3207, 0.9436], [-5.2281, -1.1728, 0.9661], [-5.5398, -0.6440, 2.2229], [-4.3235, -0.5145, 2.9015], [-3.2812, -0.8995, 2.1367], [-0.8660, -2.5059, -2.0108], [-0.9655, -3.4574, -3.0168], [-0.9021, -3.0868, -4.3558], [-0.7464, -1.7530, -4.7006], [-0.6516, -0.7900, -3.7001], [-0.7102, -1.1668, -2.3663], [-1.2060, -3.9761, -0.4988], [0.1382, -2.9159, -0.1705], [-3.3440, -2.3800, -0.9093], [-5.9155, -1.4438, 0.1759], [-6.5197, -0.4149, 2.6141], [-4.1816, -0.1803, 3.9236], [-1.0925, -4.5020, -2.7542], [-0.9837, -3.8420, -5.1278], [-0.7027, -1.4631, -5.7426], [-0.5325, 0.2549, -3.9637], [-0.6366, -0.4172, -1.5846], [0.2608, 2.7303, 2.5964], [-0.5434, 3.9434, 2.2967], [-1.5880, 4.1409, 3.4072], [-2.6693, 3.0580, 3.3729], [-2.0098, 1.7277, 3.6741], [-3.3575, 3.0230, 2.0112], [-2.3997, 2.8712, 0.8282], [-1.9380, 1.4697, 0.7506], [-1.2393, 3.8598, 0.9371], [1.0713, 2.9582, 3.1586], [0.5892, 2.2462, 1.7683], [-1.0151, 1.8304, 3.3713], [0.1077, 4.8175, 2.2775], [-2.0830, 5.1042, 3.2685], [-1.0980, 4.1724, 4.3854], [-3.4102, 3.2268, 4.1498], [-2.3931, 0.9650, 3.1122], [-2.0442, 1.4701, 4.6564], [-3.8901, 3.9713, 1.9096], [-4.1126, 2.2305, 1.9880], [-2.9587, 3.1354, -0.0721], [-1.3518, 1.3474, -0.0696], [-2.7502, 0.8745, 0.5958], [-1.6528, 4.8525, 0.7404], [-0.5036, 3.6796, 0.1468], [4.5289, 0.7293, -3.4595], [5.5015, 0.2308, -4.3097], [6.2319, 0.8101, -5.3483], [7.1387, -0.0080, -5.9882], [7.3168, -1.3541, -5.6092], [6.5900, -1.9101, -4.5798], [5.6655, -1.0961, -3.9197], [4.8147, -1.3998, -2.8606], [4.1680, -0.2972, -2.6273], [3.1404, -0.1702, -1.5731], [2.3101, 0.9348, -1.4406], [1.3548, 0.9383, -0.4366], [1.1657, -0.0543, 0.4331], [1.9904, -1.1016, 0.3034], [2.9685, -1.2075, -0.6676], [4.1842, 1.6718, -3.4419], [6.0980, 1.8436, -5.6426], [7.7298, 0.3921, -6.8020], [8.0408, -1.9575, -6.1414], [6.7205, -2.9429, -4.2833], [2.3660, 1.7815, -2.1146], [0.6908, 1.7970, -0.3536], [1.8449, -1.9110, 1.0087], [3.5917, -2.0893, -0.7389]],
  "lowdin_spin": [2.7017, 0.0296, 0.0121, 0.0307, 0.0074, 0.0192, 0.0039, 0.0028, 0.0051, 0.0018, 0.0035, 0.0046, 0.0021, 0.0360, 0.0138, 0.0186, 0.0090, 0.0186, 0.0129, -0.0001, 0.0001, 0.0001, 0.0001, 0.0001, 0.0002, -0.0005, 0.0018, 0.0010, 0.0011, 0.0002, 0.0010, 0.0000, 0.0000, 0.0000, 0.0000, 0.0000, 0.0010, 0.0001, 0.0002, 0.0015, 0.0121, 0.0003, 0.0006, 0.0072, 0.0000, 0.0000, 0.0001, 0.0032, 0.0000, 0.0001, 0.0000, 0.0001, 0.0080, 0.0004, 0.0000, 0.0002, 0.0002, 0.0001, 0.0004, 0.0000, 0.0000, 0.0000, 0.0000, 0.0000, 0.0000, 0.0000, 0.0000, 0.0000, 0.0000, 0.0000, 0.0001, 0.0006, 0.0010, 0.0157, 0.0051, 0.0003, 0.0000, 0.0000, 0.0000, 0.0000, 0.0000, 0.0001, 0.0001, 0.0025, 0.0000]
}

# 4
{
  "formula": "C5H13NOSi",
  "method": "ωB97M-V with the def2-TZVPD basis set",
  "homo_energy_ev": -9.156,
  "smiles": "C/N=C(\\C)O[SiH](C)C",
  "charge": 0,
  "symbols": ["C", "N", "C", "C", "O", "Si", "C", "C", "H", "H", "H", "H", "H", "H", "H", "H", "H", "H", "H", "H", "H"],
  "positions_angstrom": [[-3.5338, -0.3171, 0.5736], [-2.0774, -0.4030, 0.9676], [-1.1756, -0.0757, 0.1971], [-1.4959, 0.5541, -1.1982], [0.0878, -0.1867, 0.4741], [1.6754, -0.5544, 0.0649], [2.3568, 0.7114, -1.1549], [2.6207, -0.6036, 1.7228], [-4.2020, -0.2519, 1.4797], [-3.6611, 0.4016, -0.2488], [-3.6371, -1.3864, 0.0820], [-2.3770, 0.2629, -1.6079], [-0.6619, 0.4998, -1.9634], [-1.6335, 1.6330, -0.8616], [1.7697, -1.7379, -0.6161], [2.2689, 1.7841, -0.6948], [3.4360, 0.4859, -1.2538], [1.9275, 0.8548, -2.1988], [3.6266, -0.9485, 1.6610], [2.5836, 0.4879, 2.0919], [2.1021, -1.2102, 2.4833]],
  "nbo_charge": [-0.4450, -0.4868, 0.5952, -0.7136, -0.8455, 1.6814, -1.1517, -1.1038, 0.2199, 0.1839, 0.2010, 0.2094, 0.2199, 0.2276, -0.2539, 0.2392, 0.2398, 0.2522, 0.2374, 0.2392, 0.2541]
}

# 5
{
  "formula": "C4H9N2",
  "method": "ωB97M-V with the def2-TZVPD basis set",
  "homo_energy_ev": -12.272,
  "charge": 1,
  "symbols": ["C", "C", "C", "C", "N", "N", "H", "H", "H", "H", "H", "H", "H", "H", "H"],
  "positions_angstrom": [[2.9006, -0.3670, 0.2645], [-0.2589, 1.6109, -0.2176], [1.0692, 1.1336, -0.3141], [-0.9971, -0.8833, -0.3484], [1.8747, 0.2888, -0.0926], [-1.2076, 0.3191, 0.5118], [3.5269, 0.0474, 0.9488], [3.1035, -1.3754, -0.0344], [-0.2328, 2.4245, 0.3693], [-0.8926, 1.6348, -1.1930], [-1.8749, -1.1391, -1.0464], [-0.9838, -1.7574, 0.2605], [-0.1178, -0.8435, -0.9256], [-0.8516, 0.0317, 1.4025], [-2.2313, 0.3469, 0.6289]],
  "nbo_charge": [-0.1895, -0.2517, 0.2140, -0.4518, -0.2404, -0.5900, 0.2115, 0.2218, 0.2551, 0.2723, 0.2429, 0.2326, 0.2261, 0.4156, 0.4316]
}

# 6
{
  "formula": "C5H4N2",
  "method": "ωB97M-V with the def2-TZVPD basis set",
  "homo_energy_ev": -9.002,
  "smiles": "C#Cc1ccn[nH]1",
  "charge": 0,
  "symbols": ["C", "C", "C", "C", "C", "N", "N", "H", "H", "H", "H"],
  "positions_angstrom": [[-0.6308, -2.7118, -0.3483], [-0.3578, -1.5399, -0.3155], [-0.0204, -0.1821, -0.0792], [-0.8846, 0.8905, -0.0380], [-0.0645, 1.9474, 0.4743], [1.1926, 1.5580, 0.6074], [1.2059, 0.2692, 0.2288], [-0.8474, -3.7554, -0.3736], [-1.3385, 0.7832, -1.0102], [-0.3197, 2.9389, 0.8460], [2.0649, -0.1981, 0.0082]],
  "nbo_charge": [-0.1634, -0.0655, 0.0888, -0.3789, -0.0353, -0.2453, -0.3206, 0.2400, 0.2515, 0.2158, 0.4129]
}

Values for energy, eV, ordered as above
-29637.2459; -86370.1043; -74565.5439; -16810.8315; -7263.3769; -8226.2120
Values for energy relative to the best compared isomer or geometry (same formula, charge and spin), kcal/mol, ordered as above
6.73; 0.00; 32.96; 38.92; 109.88; 75.67